Entry 1:
This record from the OMol25 dataset describes 3 unconnected molecules or ions with the total composition C3H11NO3 at a distorted geometry. The level of theory is the ωB97M-V functional and the def2-TZVPD basis.

Properties
maximum force	1.13	eV/Å
charge	0
SMILES	C[C@@H](N)C=O.O.O
energy above the lowest of the compared OMol25 structures with the same formula, charge and spin	1.494	eV

XYZ file:
```
18
Properties=species:S:1:pos:R:3:forces:R:3
O -0.3557 1.7539 -1.7445 0.0 0.2 0.0
C 0.0962 0.6937 -1.4065 -0.2 0.4 0.3
C 1.1837 0.5761 -0.3359 0.0 -0.1 -0.7
C 0.7229 1.1775 0.9714 0.5 0.8 0.7
N 1.6637 -0.7846 -0.2491 0.3 -0.5 -0.1
H -0.2467 -0.2290 -1.8807 0.1 -0.5 -0.1
H 1.9740 1.1799 -0.7969 0.1 0.1 0.3
H 1.4981 1.7525 1.4915 0.1 -0.2 -0.2
H 0.4043 0.4343 1.6884 -0.2 -0.5 0.0
H -0.0783 1.8792 0.8174 -0.4 0.3 -0.2
H 1.3725 -1.2590 0.5909 -0.1 0.1 0.2
H 2.6679 -0.8601 -0.3217 -0.1 0.1 0.0
H -0.0430 -3.0327 1.4871 -0.1 0.0 0.0
H -0.7884 -2.0626 0.5723 -0.2 -0.1 0.0
O -0.6677 -2.2999 1.4996 0.2 0.1 0.0
H -1.7665 -0.0315 1.2499 -0.1 -0.1 0.0
H -2.9740 0.5317 0.5178 0.0 0.0 -0.1
O -2.2983 -0.1506 0.4523 0.1 0.1 0.2
```
Forces are in eV/Å.

Results of the Löwdin charge analysis, in e, for atoms 1 through 8: 0.0493 -0.2489 -0.4089 -0.0563 0.0402 0.1144 0.1477 0.0832



Entry 2:
This record from the OMol25 dataset describes a gas-phase ion, C6H17N2 (charge +1) at a distorted geometry. The level of theory is the ωB97M-V functional and the def2-TZVPD basis.

Properties
maximum force	2.80	eV/Å
charge	+1
SMILES	CCNCC[NH2+]CC
energy above the lowest of the compared OMol25 structures with the same formula, charge and spin	1.694	eV

XYZ file:
```
25
Properties=species:S:1:pos:R:3:forces:R:3
C -1.7166 -0.2056 -0.6412 -0.5 0.7 1.4
N -1.1958 1.1260 -0.1739 -0.3 -1.5 -1.2
C -0.8849 2.0008 -1.3181 -1.4 0.6 -1.8
C -0.0310 3.1764 -0.9319 -0.5 1.0 2.0
C -0.6402 -1.2803 -0.5025 0.0 -1.1 0.5
N 0.5489 -0.8342 0.3203 -0.3 -1.1 1.4
C 0.8973 -1.8274 1.5034 -1.8 1.6 1.4
C 2.3443 -2.1698 1.6234 1.0 -1.2 -0.6
H -2.0853 -0.3501 -1.6536 0.0 0.9 -0.4
H -2.6176 -0.3691 -0.0120 0.8 -0.5 -0.2
H -2.0087 1.5694 0.2538 0.6 0.0 0.2
H -1.9525 2.2558 -1.6891 1.9 0.4 0.1
H -0.3784 1.5959 -2.2314 -0.5 -0.9 1.1
H 1.0182 3.1426 -1.1452 0.5 -0.3 -1.0
H 0.0536 3.2356 0.1739 -0.7 0.2 -0.4
H -0.4715 4.1080 -1.2861 0.3 0.0 0.0
H -0.1982 -1.5160 -1.4724 -0.5 -0.4 0.1
H -1.1319 -2.1579 0.0149 1.0 0.7 -0.9
H 0.2175 0.0724 0.6931 0.2 0.4 -0.1
H 1.3691 -0.6749 -0.2721 -0.2 0.0 0.2
H 0.5554 -1.3269 2.4479 0.3 0.0 -0.9
H 0.1413 -2.6080 1.4185 0.8 -0.5 -0.4
H 2.9716 -1.4041 2.1443 -0.6 -0.5 -0.9
H 2.6483 -2.4208 0.5856 0.6 0.5 0.6
H 2.5472 -3.1378 2.1503 -0.6 0.9 -0.2
```
Forces are in eV/Å.

Results of the Löwdin charge analysis, in e, for atoms 1 through 8: -0.1895 -0.0976 -0.2929 -0.1015 -0.1140 0.0500 -0.1663 -0.0840



Entry 3:
This record from the OMol25 dataset describes 8 unconnected molecules or ions with the total composition C23H45FO25S7 at a distorted geometry. The level of theory is the ωB97M-V functional and the def2-TZVPD basis.

Properties
maximum force	5.40	eV/Å
charge	0
SMILES	CCOS(C)(=O)=O.CCOS(C)(=O)=O.CCOS(C)(=O)=O.O=S1(=O)OCCO1.O=S1(=O)OCCO1.O=S1(=O)OCCO1.O=S1(=O)OCCO1.Fc1ccccc1
energy above the lowest of the compared OMol25 structures with the same formula, charge and spin	3.593	eV

XYZ file:
```
101
Properties=species:S:1:pos:R:3:forces:R:3
F 15.6928 14.6755 10.6590 -0.2 -0.2 -0.4
C 15.0223 14.1632 9.5808 1.4 -1.4 -0.2
C 13.7489 14.5428 9.3447 -0.4 1.9 1.4
C 13.0594 14.1261 8.2542 0.8 -1.6 -1.4
C 13.6423 13.1444 7.4103 0.6 0.9 0.3
C 15.0100 12.7297 7.6137 -1.8 1.3 1.2
C 15.6577 13.2467 8.7452 0.1 0.3 -0.4
H 13.3472 15.3119 9.9877 -0.2 0.1 0.2
H 12.1334 14.6256 8.0107 -0.2 -0.4 -0.1
H 12.9686 12.9025 6.6016 0.6 -0.6 -0.4
H 15.6456 12.0969 7.0120 -0.7 -0.2 -0.5
H 16.7041 13.0039 8.8569 0.1 0.0 0.4
C 9.8737 14.9225 10.8820 1.4 2.1 -0.6
C 8.6681 15.7793 11.3526 -1.2 -2.6 -0.6
O 8.1250 14.7763 12.2866 -1.3 -1.2 0.1
S 8.0961 13.2571 11.5474 1.1 0.6 -1.2
O 7.1849 13.1589 10.4177 1.2 0.9 1.8
O 8.1204 12.1481 12.4696 0.2 2.1 -0.6
O 9.6450 13.5426 10.9464 -2.4 -1.2 0.8
H 10.6949 15.1537 11.5603 0.0 -0.1 -0.2
H 10.1944 15.1299 9.8611 -0.1 0.3 0.0
H 7.8762 15.9431 10.6217 0.2 -0.4 -0.6
H 8.7601 16.7803 11.7742 0.9 -0.6 0.8
C 10.5484 12.7212 17.3403 0.2 0.5 1.8
C 10.5751 13.6624 16.1558 0.3 -0.6 -0.3
O 9.9178 12.8634 15.1437 -0.1 -0.9 -0.8
S 10.4294 11.3043 15.2351 1.1 0.6 0.6
O 11.8071 11.1726 14.6982 -3.3 0.2 0.9
O 9.3644 10.3945 14.8433 2.1 1.8 0.7
O 10.5822 11.4067 16.8797 -0.1 -2.1 -2.3
H 9.6527 12.8073 17.9554 -0.3 0.3 -0.3
H 11.3581 12.8028 18.0655 0.3 0.4 -0.4
H 11.5598 13.9017 15.7543 0.2 0.0 0.4
H 10.0388 14.5893 16.3588 -0.2 -0.3 -0.4
C 14.5392 17.3673 17.6529 -1.8 1.5 1.1
C 14.9620 17.4049 19.1322 0.6 0.3 -0.2
O 14.0763 16.5072 19.8050 -0.4 -1.6 -0.3
S 13.6341 15.2345 18.8581 -0.4 -0.1 0.6
O 12.1882 14.9148 19.0397 4.1 1.3 -0.7
O 14.6174 14.1560 18.9839 -2.0 2.1 -0.6
O 13.8956 16.1220 17.4900 -0.4 -2.6 0.2
H 15.2532 17.6062 16.8647 0.4 -0.6 0.4
H 13.7169 18.0728 17.5337 0.1 0.4 -0.1
H 14.8235 18.3289 19.6937 -0.2 0.2 -0.6
H 16.0305 17.1956 19.1844 -0.1 -0.8 0.5
C 14.2473 14.1467 13.5284 1.5 -0.1 -0.5
C 14.4390 14.9784 14.7298 0.3 0.9 1.6
O 13.2749 15.8103 14.7824 -0.8 2.8 0.6
S 12.4521 15.8710 13.4219 0.3 -0.7 -0.3
O 13.1465 16.6822 12.3756 -2.3 -2.2 2.8
O 11.0007 16.0222 13.7294 4.3 -0.5 -1.0
O 12.8954 14.2715 13.2858 -3.3 0.1 -2.6
H 14.5441 13.1146 13.7148 -0.4 0.0 -0.3
H 14.8490 14.6069 12.7446 -0.2 -0.5 -0.4
H 15.3251 15.6030 14.6166 0.0 0.0 0.4
H 14.3846 14.4553 15.6845 0.4 0.0 -0.2
O 8.6650 20.7060 18.5279 0.1 0.7 -1.3
S 8.6584 21.2163 17.1733 0.0 -0.9 -2.1
O 9.2517 22.4586 16.7542 -0.1 -0.4 1.1
O 9.3490 20.0742 16.1350 -1.0 0.9 1.3
C 10.5030 19.4537 16.6919 1.9 0.1 -0.7
C 11.4804 19.0794 15.4795 -1.8 -0.9 0.9
C 7.0272 21.1359 16.4110 0.2 -0.9 0.3
H 10.2306 18.6320 17.3543 -0.1 -0.5 -0.5
H 10.9761 20.1426 17.3918 0.3 0.3 -0.2
H 12.2599 18.3609 15.7332 0.5 0.6 0.6
H 11.8193 19.9194 14.8732 0.1 0.0 0.5
H 10.9166 18.4084 14.8314 -0.5 0.3 -0.3
H 6.3063 21.7875 16.9048 0.4 0.2 -0.1
H 6.6975 20.1018 16.5108 0.0 0.0 0.2
H 7.1293 21.3103 15.3398 0.2 0.4 0.2
O 10.7384 9.8221 8.9081 1.3 -1.0 2.0
S 11.2514 8.9370 9.9684 -1.1 -0.8 -0.2
O 11.0959 7.4862 9.7377 0.9 3.0 0.9
O 12.8782 9.2541 10.2834 -2.8 -2.8 -0.5
C 13.2734 10.5779 10.3790 0.0 1.8 -0.3
C 13.9765 10.7885 11.7281 -1.0 -0.2 -0.3
C 10.4250 9.4480 11.6262 0.9 -0.4 -0.7
H 12.4181 11.2153 10.1547 -0.2 0.4 0.7
H 13.8562 10.7663 9.4773 0.8 0.1 0.4
H 14.6803 9.9638 11.8412 0.6 0.6 0.0
H 13.2998 10.6574 12.5724 -0.5 -0.1 -0.2
H 14.3146 11.8155 11.8656 0.7 -0.2 -0.4
H 10.3766 10.5368 11.6404 -0.3 -0.1 -0.2
H 10.9872 9.1354 12.5062 0.6 -0.2 -0.4
H 9.4630 8.9503 11.7483 -0.1 0.2 -0.7
O 18.1711 18.3111 8.4073 -1.8 1.8 0.3
S 17.1839 19.3968 8.4749 0.3 0.3 0.0
O 16.5067 19.8970 7.2766 0.9 -1.1 2.3
O 15.9665 18.9724 9.6115 1.6 2.1 -4.7
C 16.3308 18.3338 10.7530 -0.9 0.0 3.3
C 15.3372 18.8929 11.7696 -0.7 -0.4 0.4
C 17.9893 20.9080 9.3048 -0.2 -1.0 -0.5
H 17.2511 18.6666 11.2331 0.8 -0.7 -1.0
H 16.1079 17.2693 10.6811 1.0 -0.2 -0.1
H 15.6490 18.6931 12.7948 0.0 -0.1 0.1
H 14.3738 18.4072 11.6146 -0.1 0.4 0.1
H 15.2384 19.9720 11.6523 0.0 0.0 0.0
H 18.3018 20.6599 10.3192 -0.5 0.0 0.1
H 17.3355 21.7750 9.2111 -0.3 -0.4 0.3
H 18.9190 21.1738 8.8018 -0.1 -0.5 -0.5
```
Forces are in eV/Å.

Results of the Löwdin charge analysis, in e, for atoms 1 through 8: 0.0277 -0.2702 -0.0522 -0.0760 -0.0456 -0.0503 -0.0234 0.1087



Entry 4:
This record from the OMol25 dataset describes a molecular structure, C38H35BrN3O2RuSSi. The level of theory is the ωB97M-V functional and the def2-TZVPD basis.

Properties
maximum force	0.53	eV/Å
spin multiplicity	6
charge	0
expectation value of S²	8.76
energy above the lowest of the compared OMol25 structures with the same formula, charge and spin	0.000	eV

XYZ file:
```
82
Properties=species:S:1:pos:R:3:forces:R:3
Ru -0.7230 -0.3256 0.2817 0.1 0.0 0.5
C -0.1315 1.0093 1.9220 -0.1 -0.2 0.0
Si 1.6763 1.2719 1.7348 0.0 0.0 0.0
C 2.3411 -0.2592 0.8080 -0.1 -0.1 -0.2
N 1.5646 -0.6118 -0.4206 0.1 0.0 0.1
C 1.8465 0.2862 -1.5844 0.0 0.0 0.0
C 2.8401 -0.2958 -2.5977 0.0 0.0 0.0
C 3.9165 -1.1284 -1.9135 0.0 0.0 0.0
C 3.2678 -2.2975 -1.1531 0.0 0.0 0.0
C 1.7975 -2.0098 -0.8385 0.0 0.0 0.0
C 2.6471 1.2801 3.3470 0.0 0.0 0.0
C 2.6169 0.1417 4.1597 0.0 0.0 0.0
C 3.2958 0.0945 5.3674 0.0 0.0 0.0
C 4.0243 1.1970 5.7933 0.0 0.0 0.0
C 4.0596 2.3408 5.0103 0.0 0.0 0.0
C 3.3759 2.3798 3.8021 0.0 0.0 0.0
C 2.0824 2.7823 0.7094 0.1 0.0 0.0
C 1.0957 3.5118 0.0460 0.0 0.0 0.0
C 1.4322 4.5389 -0.8274 0.0 0.0 0.0
C 2.7637 4.8572 -1.0448 0.0 0.0 0.0
C 3.7624 4.1467 -0.3898 0.0 0.0 0.0
C 3.4217 3.1180 0.4746 0.0 0.0 0.0
H -0.7457 1.9099 1.8938 0.0 0.0 0.0
H -0.3771 0.4296 2.8185 0.0 0.1 0.0
H 2.2390 -1.1072 1.4953 0.0 0.0 0.0
H 3.4105 -0.1644 0.5906 0.0 0.0 0.0
H 2.2254 1.2275 -1.1947 0.0 0.0 0.0
H 0.9030 0.5074 -2.0818 0.0 0.0 0.0
H 3.2810 0.5334 -3.1533 0.0 0.0 0.0
H 2.3140 -0.9156 -3.3291 0.0 0.0 0.0
H 4.4778 -0.4909 -1.2260 0.0 0.0 0.0
H 4.6357 -1.4989 -2.6448 0.0 0.0 0.0
H 3.8162 -2.5045 -0.2323 0.0 0.0 0.0
H 3.3077 -3.2118 -1.7495 0.0 0.0 0.0
H 1.4318 -2.6815 -0.0642 0.0 0.0 0.0
H 1.1733 -2.1820 -1.7173 0.0 0.0 0.0
H 2.0409 -0.7267 3.8525 0.0 0.0 0.0
H 3.2550 -0.7981 5.9791 0.0 0.0 0.0
H 4.5573 1.1650 6.7350 0.0 0.0 0.0
H 4.6184 3.2068 5.3426 0.0 0.0 0.0
H 3.4061 3.2869 3.2096 0.0 0.0 0.0
H 0.0525 3.2506 0.1704 0.0 0.0 0.0
H 0.6495 5.0754 -1.3483 0.0 0.0 0.0
H 3.0271 5.6547 -1.7282 0.0 0.0 0.0
H 4.8036 4.3927 -0.5582 0.0 0.0 0.0
H 4.2115 2.5604 0.9693 0.0 0.0 0.0
S -4.9842 -2.3242 -0.3238 0.0 0.0 0.0
C -5.2982 -0.6870 -0.8072 -0.1 0.0 0.0
C -6.3690 -0.1814 -1.5377 0.0 0.0 0.0
C -6.3839 1.1735 -1.8080 0.0 0.0 0.0
C -5.3617 2.0107 -1.3452 0.0 0.0 0.0
C -4.3048 1.5101 -0.6137 0.0 0.0 0.0
C -4.2638 0.1403 -0.3571 0.0 0.0 0.0
N -3.2500 -0.5272 0.3161 0.0 -0.2 0.0
C -3.4965 -1.7996 0.4070 0.0 0.0 0.0
C -2.5450 -2.7255 1.0312 -0.1 0.0 0.0
C -2.9723 -3.9457 1.5498 -0.1 0.0 0.0
C -2.0647 -4.7876 2.1661 0.1 0.0 0.0
C -0.7382 -4.3867 2.2824 -0.1 0.0 0.0
C -0.3297 -3.1662 1.7596 0.1 0.0 0.0
C -1.2064 -2.3126 1.0883 0.0 0.2 -0.1
H -7.1626 -0.8307 -1.8831 0.0 0.0 0.0
H -7.2005 1.5935 -2.3803 0.0 0.0 0.0
H -5.3926 3.0681 -1.5707 0.0 0.0 0.0
H -3.5034 2.1494 -0.2697 0.0 0.0 0.0
H -4.0181 -4.2275 1.4876 0.0 0.0 0.0
H -2.3908 -5.7367 2.5703 0.0 0.0 0.0
H -0.0212 -5.0256 2.7835 0.0 0.0 0.0
H 0.7136 -2.8899 1.8851 0.0 0.0 0.0
Br -1.3395 -3.8396 -2.1299 0.0 0.0 0.0
C -2.1063 -2.2272 -2.7790 -0.1 0.0 -0.1
C -3.0636 -2.3314 -3.7787 0.0 0.0 0.0
C -3.5870 -1.1567 -4.2904 0.0 0.0 0.0
C -3.1318 0.0545 -3.7929 0.0 -0.1 0.0
C -2.1944 0.0365 -2.7754 0.0 0.1 0.0
N -1.6886 -1.0915 -2.2616 0.0 -0.1 -0.2
C -1.7344 1.3514 -2.1750 0.1 0.1 0.1
O -1.9525 2.3863 -2.7761 0.0 0.0 -0.1
O -1.1513 1.2628 -1.0262 -0.1 0.0 -0.2
H -3.3734 -3.3015 -4.1370 0.0 0.0 0.0
H -4.3363 -1.1908 -5.0704 0.0 0.0 0.0
H -3.4852 1.0091 -4.1536 0.0 0.0 0.0
```
Forces are in eV/Å.

Results of the Löwdin charge analysis, in e, for atoms 1 through 8: 1.5138 -0.3273 0.5883 -0.2194 -0.2609 -0.1618 -0.1682 -0.1886